No. 1
{"formula": "C19H19N3O2", "method": "ωB97M-V/def2-TZVPD", "symbols": ["O", "O", "N", "N", "N", "C", "C", "C", "C", "C", "C", "C", "C", "C", "C", "C", "C", "C", "C", "C", "C", "C", "C", "C", "H", "H", "H", "H", "H", "H", "H", "H", "H", "H", "H", "H", "H", "H", "H", "H", "H", "H", "H"], "coordinates": [[-2.883, 0.660, 1.452], [-2.676, 1.751, -0.459], [2.213, 7.190, -1.947], [-0.983, -2.419, -0.025], [-2.279, 1.529, 0.724], [-2.456, -2.341, -0.090], [-1.682, -4.699, 0.093], [-1.160, 2.147, 1.247], [3.489, -0.885, 0.704], [-0.992, 3.794, -0.616], [0.698, 5.534, -0.613], [-0.464, -3.772, -0.030], [3.232, -2.530, -1.071], [1.522, 6.475, -1.325], [-0.307, 4.812, -1.273], [0.918, 5.286, 0.759], [-2.914, -3.809, -0.158], [2.106, -0.684, 0.740], [1.848, -2.317, -1.074], [-0.199, -1.351, 0.007], [4.058, -1.803, -0.196], [1.245, -1.437, -0.121], [0.214, 4.277, 1.405], [-0.633, 3.358, 0.689], [-2.778, -1.782, -0.986], [1.222, -2.871, -1.777], [-0.660, -0.374, 0.166], [5.148, -1.955, -0.231], [3.647, -3.278, -1.752], [0.301, -3.952, 0.743], [-3.281, -4.010, -1.175], [-1.723, -5.190, 1.075], [-1.610, -5.473, -0.683], [-3.729, -4.006, 0.548], [1.637, 5.917, 1.303], [1.649, -0.008, 1.480], [-2.881, -1.809, 0.778], [0.240, 4.209, 2.495], [-1.842, 3.343, -1.097], [-0.832, 1.732, 2.217], [4.142, -0.332, 1.394], [-0.548, 5.065, -2.311], [-0.014, -3.993, -1.008]], "gap_ev": 4.489, "spin_multiplicity": 1, "relative_energy_kj_mol": 752.7, "e_lumo_ha": -0.0732, "total_charge": 0}


No. 2
{"formula": "C19H19N3O2S2", "method": "ωB97M-V/def2-TZVPD", "symbols": ["S", "S", "O", "O", "N", "N", "N", "C", "C", "C", "C", "C", "C", "C", "C", "C", "C", "C", "C", "C", "C", "C", "C", "C", "C", "C", "H", "H", "H", "H", "H", "H", "H", "H", "H", "H", "H", "H", "H", "H", "H", "H", "H", "H", "H"], "coordinates": [[-1.463, 2.944, -4.366], [-0.423, 1.162, -1.050], [6.234, -2.813, 3.364], [-4.852, 1.056, 0.057], [-2.717, 0.521, 0.391], [-0.655, -0.234, 1.093], [4.151, -3.003, 4.278], [5.500, -3.219, 4.234], [1.120, -1.559, 2.813], [3.338, -2.305, 3.382], [-3.603, 1.962, -5.365], [-4.022, 3.519, -3.367], [2.971, -1.008, 1.394], [1.606, -0.932, 1.665], [5.983, -4.037, 5.415], [-3.280, 1.952, -1.527], [-1.360, 0.430, 0.248], [3.830, -1.683, 2.237], [-1.325, 1.859, -5.693], [0.987, 0.483, -0.333], [-4.473, 2.582, -2.239], [-3.194, 2.806, -4.381], [0.678, -0.225, 0.794], [1.972, -2.234, 3.659], [-2.535, 1.422, -6.118], [-3.709, 1.161, -0.322], [1.581, -2.714, 4.546], [-3.058, 0.009, 1.199], [-2.580, 2.729, -1.208], [0.065, -1.505, 3.027], [1.939, 0.656, -0.788], [3.655, -3.401, 5.064], [-4.638, 1.735, -5.554], [-2.668, 0.739, -6.938], [-5.067, 3.143, -1.516], [3.374, -0.537, 0.511], [4.882, -1.735, 2.015], [5.490, -5.006, 5.430], [5.766, -3.517, 6.347], [-0.353, 1.619, -6.075], [-5.105, 1.792, -2.646], [-3.445, 4.343, -2.943], [-4.908, 3.936, -3.853], [-2.745, 1.289, -2.212], [7.056, -4.183, 5.331]], "gap_ev": 8.350, "spin_multiplicity": 1, "relative_energy_kj_mol": 46.1, "e_lumo_ha": 0.0197, "total_charge": 0}


No. 3
{"formula": "C19H19N3O3", "method": "ωB97M-V/def2-TZVPD", "symbols": ["O", "O", "O", "N", "N", "N", "C", "C", "C", "C", "C", "C", "C", "C", "C", "C", "C", "C", "C", "C", "C", "C", "C", "C", "C", "H", "H", "H", "H", "H", "H", "H", "H", "H", "H", "H", "H", "H", "H", "H", "H", "H", "H", "H"], "coordinates": [[-2.622, 5.251, -1.739], [-0.023, 0.918, -2.188], [-0.708, 5.899, -0.735], [2.228, 0.670, -2.155], [0.341, -1.040, 2.958], [3.793, 2.155, -1.421], [-0.893, 1.043, 0.868], [2.879, 3.053, -1.058], [1.225, 1.496, -1.857], [-0.040, -2.921, 4.348], [-0.427, -0.281, -1.460], [-1.130, -3.261, 3.626], [1.518, 2.762, -1.279], [-0.825, 3.675, -1.582], [0.407, 5.145, -0.284], [-1.272, -0.343, 1.174], [-1.643, -2.288, 2.717], [-0.203, -0.042, 0.079], [0.782, -1.893, 3.901], [-0.836, -1.210, 2.352], [0.455, -3.769, 5.424], [-1.490, 4.994, -1.334], [3.501, 1.027, -1.957], [0.411, 3.821, -0.968], [4.696, 0.043, -2.120], [-2.198, -0.718, 0.765], [1.509, -3.955, 5.080], [0.584, -3.230, 6.355], [5.407, 0.422, -2.872], [1.719, -1.577, 4.238], [-2.663, -2.196, 2.324], [1.396, 5.763, -0.312], [0.237, -1.132, -1.885], [-0.323, 1.598, 1.647], [4.268, -0.985, -2.412], [5.311, -0.022, -1.152], [-0.068, -4.697, 5.559], [-1.682, 1.567, 0.249], [0.880, 0.103, 0.362], [-1.768, -4.057, 3.963], [-1.511, -0.569, -1.692], [-1.294, 2.960, -2.262], [3.137, 4.098, -0.776], [0.218, 5.003, 0.795]], "gap_ev": 8.691, "spin_multiplicity": 1, "relative_energy_kj_mol": 574.9, "e_lumo_ha": -0.0077, "total_charge": 0}